{"formula": "C5H11NSi", "method": "ωB97M-V/def2-TZVPD", "smiles": "C#CN[Si](C)(C)C", "homo_lumo_gap_ev": 9.73, "total_energy_ev": -14729.2280, "multiplicity": 1, "lumo_energy_ev": 0.79, "e_above_lowest_kj_mol": 242.0, "fmax_ev_per_a": 5.7, "elements": ["C", "C", "C", "C", "C", "N", "Si", "H", "H", "H", "H", "H", "H", "H", "H", "H", "H", "H"], "positions_angstrom": [[1.30, -2.75, -1.66], [0.53, -1.90, -1.32], [-1.00, 2.07, -0.29], [1.62, 0.47, 0.39], [-1.21, -0.41, 1.67], [-0.25, -0.65, -1.32], [-0.20, 0.32, 0.16], [1.99, -3.54, -1.89], [-2.08, 2.03, -0.12], [-0.62, 2.83, 0.44], [-0.89, 2.20, -1.32], [1.90, -0.26, 1.27], [2.23, 0.23, -0.37], [1.99, 1.53, 0.76], [-1.45, -1.40, 1.21], [-0.65, -0.43, 2.60], [-2.02, 0.36, 1.64], [-1.19, -0.68, -1.84]]}